Here is a structure of composition C52H54AsCdN7O2S2 from the OMol25 dataset. Energies are from ωB97M-V/def2-TZVPD.

Geometry (Å):
Cd -0.134 0.062 0.332
S 0.475 2.214 2.019
C 0.207 0.876 3.047
N 0.057 -0.346 2.586
C -0.198 -1.269 3.582
C -0.462 -2.623 3.384
C -0.733 -3.413 4.486
C -0.726 -2.877 5.777
C -0.458 -1.533 5.982
C -0.202 -0.733 4.875
S 0.106 0.979 4.789
H -0.461 -3.019 2.376
H -0.955 -4.465 4.350
H -0.939 -3.513 6.626
H -0.462 -1.117 6.982
C 0.920 -4.380 -0.740
C 0.156 -3.098 -0.953
O -0.181 -2.395 -0.005
N -0.144 -2.788 -2.232
C -0.980 -1.653 -2.601
C -0.183 -0.440 -3.008
C -0.216 0.055 -4.301
C 0.510 1.198 -4.600
C 1.256 1.800 -3.601
C 1.241 1.234 -2.337
N 0.537 0.143 -2.043
H 1.485 -4.298 0.187
H 1.599 -4.595 -1.565
H 0.214 -5.207 -0.652
H 0.185 -3.402 -2.957
H -1.585 -1.389 -1.732
H -1.658 -1.949 -3.401
H -0.831 -0.433 -5.047
H 0.485 1.616 -5.598
H 1.831 2.696 -3.785
H 1.799 1.675 -1.517
C 2.237 -5.329 3.684
C 3.337 -4.304 3.622
C 4.573 -4.604 3.065
C 5.574 -3.646 2.982
C 5.360 -2.368 3.478
N 6.404 -1.409 3.363
C 6.255 -0.048 3.217
O 7.071 0.742 3.647
N 5.123 0.379 2.542
C 4.422 -0.277 1.516
C 4.974 -1.254 0.699
C 4.187 -1.799 -0.302
C 2.892 -1.344 -0.471
N 2.356 -0.409 0.314
C 3.101 0.099 1.289
C 4.138 -2.062 4.067
C 3.140 -3.018 4.126
H 2.587 -6.303 3.343
H 1.391 -5.031 3.061
H 1.860 -5.438 4.702
H 4.758 -5.599 2.677
H 6.525 -3.886 2.520
H 7.285 -1.644 3.792
H 4.985 1.375 2.615
H 5.998 -1.575 0.838
H 4.586 -2.560 -0.960
H 2.261 -1.722 -1.267
H 2.634 0.865 1.899
H 3.962 -1.074 4.474
H 2.190 -2.762 4.581
C -5.593 6.874 -0.517
C -4.912 5.554 -0.751
C -5.641 4.406 -1.015
C -5.035 3.165 -1.208
C -5.941 1.980 -1.410
C -3.636 3.071 -1.153
As -2.519 1.488 -1.572
N -2.255 0.453 -0.100
C -3.050 0.339 1.044
C -3.876 1.356 1.543
C -4.607 1.178 2.709
C -4.533 -0.006 3.430
C -3.712 -1.021 2.956
C -2.995 -0.855 1.783
C -3.666 0.467 -2.838
C -3.677 1.017 -4.133
C -3.120 2.389 -4.419
C -4.242 0.309 -5.192
C -4.808 -0.942 -5.011
C -5.422 -1.701 -6.157
C -4.813 -1.467 -3.725
C -4.261 -0.793 -2.639
C -4.373 -1.459 -1.294
C -2.885 4.227 -0.865
C -1.384 4.190 -0.724
C -3.531 5.441 -0.669
H -6.627 6.852 -0.862
H -5.077 7.682 -1.037
H -5.602 7.124 0.546
H -6.724 4.467 -1.058
H -6.959 2.237 -1.115
H -5.618 1.139 -0.797
H -5.963 1.645 -2.447
H -3.922 2.305 1.029
H -5.228 1.990 3.067
H -5.096 -0.131 4.345
H -3.622 -1.953 3.503
H -2.363 -1.657 1.417
H -3.641 3.159 -3.846
H -3.223 2.630 -5.478
H -2.063 2.460 -4.148
H -4.248 0.758 -6.181
H -5.318 -1.153 -7.093
H -6.486 -1.875 -5.986
H -4.951 -2.678 -6.283
H -5.277 -2.433 -3.553
H -4.977 -2.364 -1.374
H -4.835 -0.811 -0.549
H -3.402 -1.725 -0.876
H -0.897 3.912 -1.661
H -1.077 3.459 0.028
H -1.009 5.166 -0.415
H -2.938 6.321 -0.441

The value obtained for the relative energy (zero: lowest compared OMol25 entry of this formula, charge and spin) is 0.0 kcal/mol. The strongest force on any atom comes out at 0.140 eV/Å. The value obtained for the highest occupied orbital energy is -6.7 eV. Its total energy is -156404.2617 eV. The value obtained for the frontier orbital gap is 6.732 eV. As for the LUMO energy: 0.04 eV.

Mulliken atomic charge list, values in e, 4 entries: 3.333 -0.458 0.206 0.696


Here is a structure of composition C52H54N5OP2RuS3Te at a distorted geometry from the OMol25 dataset. Energies are from ωB97M-V/def2-TZVPD.

Geometry (Å):
Ru 12.229 13.374 11.279
Te 9.806 17.841 12.578
C 10.209 19.411 11.234
C 9.911 19.367 9.886
C 10.156 20.575 9.197
N 10.778 21.616 9.708
C 11.153 21.628 10.987
C 10.856 20.557 11.826
C 10.807 16.220 11.889
P 11.625 15.134 13.056
C 13.344 15.620 13.303
C 13.774 16.839 12.794
C 15.124 17.207 12.859
C 16.011 16.282 13.340
C 15.576 15.066 13.890
C 14.251 14.727 13.934
C 10.835 15.448 14.639
C 9.592 14.814 14.856
C 8.887 15.049 16.006
C 9.440 15.822 17.024
C 10.720 16.363 16.830
C 11.412 16.141 15.670
P 11.319 15.497 10.286
C 9.884 15.442 9.174
C 8.714 14.930 9.706
C 7.658 14.594 8.904
C 7.746 14.763 7.508
C 8.907 15.314 6.986
C 9.994 15.579 7.810
C 12.583 16.446 9.381
C 12.742 17.824 9.483
C 13.624 18.518 8.664
C 14.410 17.756 7.787
C 14.171 16.412 7.591
C 13.321 15.717 8.440
H 9.390 18.603 9.297
H 9.932 20.636 8.171
H 11.781 22.516 11.390
H 11.182 20.515 12.885
H 13.050 17.577 12.339
H 15.526 18.111 12.419
H 17.100 16.489 13.256
H 16.350 14.461 14.351
H 13.848 13.861 14.446
H 9.149 14.135 14.155
H 7.902 14.674 16.221
H 8.843 15.964 17.896
H 11.179 16.875 17.679
H 12.447 16.530 15.508
H 8.522 14.932 10.788
H 6.717 14.265 9.297
H 6.963 14.470 6.759
H 9.027 15.426 5.905
H 10.889 15.933 7.310
H 12.124 18.330 10.231
H 13.816 19.569 8.749
H 15.046 18.238 7.071
H 14.732 15.917 6.774
H 13.230 14.684 8.308
C 12.392 11.817 17.520
S 12.863 11.909 15.783
C 11.418 11.064 15.154
H 12.330 10.797 17.813
H 11.492 12.356 17.700
H 13.134 12.393 18.070
H 10.560 11.470 15.724
H 11.558 9.978 15.252
H 11.365 11.258 14.085
N 11.087 11.729 10.000
C 12.213 11.262 9.325
N 13.017 12.140 8.875
C 14.126 11.519 8.252
C 15.177 12.137 7.611
C 16.196 11.386 7.073
C 16.189 9.972 7.251
C 15.130 9.325 7.890
C 14.132 10.121 8.411
S 12.692 9.566 9.252
H 10.431 12.094 9.318
H 10.621 11.079 10.599
H 15.155 13.203 7.335
H 17.011 11.878 6.571
H 16.938 9.405 6.735
H 15.110 8.273 8.010
C 17.107 9.331 13.218
N 16.165 10.204 12.495
N 14.825 10.278 12.922
C 14.317 11.435 12.389
O 13.049 11.711 12.400
C 15.376 12.174 11.794
C 16.492 11.303 11.784
C 17.850 11.482 11.248
C 14.328 9.103 13.558
C 14.093 8.031 12.757
C 13.829 6.785 13.389
C 13.677 6.697 14.749
C 13.968 7.813 15.569
C 14.321 9.002 14.979
H 17.361 9.769 14.153
H 17.906 9.233 12.461
H 16.617 8.383 13.370
H 15.317 13.079 11.196
H 17.970 12.423 10.706
H 18.066 10.656 10.568
H 18.636 11.384 12.033
H 14.216 8.150 11.703
H 13.635 5.939 12.782
H 13.359 5.839 15.268
H 13.901 7.699 16.652
H 14.556 9.901 15.554
C 10.529 12.462 6.296
S 11.002 10.783 6.511
C 9.751 9.891 5.567
H 10.403 12.615 5.265
H 11.310 13.041 6.700
H 9.610 12.666 6.841
H 8.776 10.035 5.977
H 10.002 8.828 5.507
H 9.706 10.252 4.552

The value obtained for the relative energy (zero: lowest compared OMol25 entry of this formula, charge and spin) is 50.9 kcal/mol. The strongest force on any atom comes out at 2.393 eV/Å. The value obtained for the highest occupied orbital energy (alpha / beta) is -11.9 / -12.3 eV. Its total energy is -125239.9275 eV. The value obtained for the frontier orbital gap (alpha / beta) is 7.739 / 5.966 eV. As for the LUMO energy (alpha / beta): -4.12 / -6.38 eV. As for the spin multiplicity: 6. The total charge is +2.

Mulliken atomic charge list, values in e, 4 entries: 0.958 0.465 0.299 -0.132


Here is a structure of composition C52H55CsPSb from the OMol25 dataset. Energies are from ωB97M-V/def2-TZVPD.

Geometry (Å):
Cs -0.430 1.192 1.404
C 1.560 3.379 4.346
C 0.924 2.640 5.526
C 1.979 1.801 6.238
C -0.277 1.840 5.059
C -1.464 2.498 4.733
C -2.583 1.804 4.300
C -2.564 0.415 4.175
C -3.791 -0.345 3.748
C -1.377 -0.241 4.476
C -0.254 0.458 4.912
H 2.366 4.032 4.682
H 0.837 3.988 3.801
H 1.983 2.658 3.644
H 0.544 3.382 6.236
H 2.456 1.099 5.552
H 1.563 1.236 7.074
H 2.764 2.450 6.628
H -1.512 3.577 4.841
H -3.493 2.349 4.073
H -3.529 -1.303 3.298
H -4.378 0.221 3.023
H -4.440 -0.549 4.602
H -1.322 -1.320 4.385
H 0.647 -0.095 5.147
C 4.919 -2.522 -0.040
C 5.381 -1.513 0.979
C 6.621 -1.727 1.587
C 7.140 -0.855 2.526
C 6.415 0.271 2.887
C 5.177 0.490 2.312
C 4.642 -0.381 1.356
P 3.008 0.199 0.751
C 2.137 -1.224 -0.025
C 1.807 -1.259 -1.378
C 1.017 -2.275 -1.902
C 0.534 -3.271 -1.067
C 0.839 -3.237 0.287
C 1.627 -2.226 0.826
C 1.929 -2.229 2.302
C 3.380 1.348 -0.584
C 4.186 0.978 -1.666
C 4.396 1.807 -2.749
C 3.778 3.070 -2.734
C 3.009 3.478 -1.678
C 2.784 2.661 -0.518
C 2.008 3.150 0.546
H 5.760 -3.135 -0.362
H 4.481 -2.054 -0.918
H 4.159 -3.192 0.370
H 7.194 -2.601 1.297
H 8.109 -1.051 2.968
H 6.809 0.970 3.614
H 4.603 1.366 2.597
H 2.188 -0.487 -2.034
H 0.788 -2.283 -2.961
H -0.079 -4.072 -1.460
H 0.460 -4.016 0.940
H 1.520 -3.121 2.777
H 1.496 -1.348 2.788
H 3.001 -2.192 2.505
H 4.660 0.001 -1.650
H 5.028 1.504 -3.573
H 3.925 3.744 -3.571
H 2.566 4.468 -1.687
H 1.790 4.215 0.531
H 2.192 2.753 1.537
C -5.256 -0.639 -3.815
C -5.035 0.726 -3.222
C -5.953 1.735 -3.506
C -5.817 3.014 -2.988
C -4.746 3.309 -2.161
C -3.832 2.310 -1.860
C -3.954 1.021 -2.380
Sb -2.353 -0.277 -1.764
C -1.235 -0.289 -3.593
C -1.532 -1.116 -4.672
C -0.727 -1.140 -5.803
C 0.394 -0.328 -5.859
C 0.685 0.517 -4.798
C -0.122 0.560 -3.663
C 0.228 1.530 -2.567
C -3.238 -2.224 -1.756
C -2.665 -3.286 -2.450
C -3.177 -4.573 -2.352
C -4.273 -4.812 -1.540
C -4.834 -3.767 -0.819
C -4.327 -2.476 -0.905
C -4.943 -1.380 -0.074
H -5.967 -0.588 -4.639
H -5.653 -1.339 -3.076
H -4.329 -1.067 -4.190
H -6.791 1.512 -4.156
H -6.544 3.776 -3.235
H -4.620 4.305 -1.756
H -2.997 2.551 -1.207
H -2.394 -1.769 -4.642
H -0.975 -1.793 -6.630
H 1.040 -0.348 -6.727
H 1.560 1.157 -4.838
H 1.166 2.044 -2.768
H 0.349 1.026 -1.605
H -0.551 2.291 -2.449
H -1.796 -3.116 -3.072
H -2.719 -5.383 -2.905
H -4.685 -5.810 -1.458
H -5.680 -3.959 -0.169
H -5.738 -1.771 0.560
H -5.362 -0.583 -0.692
H -4.192 -0.918 0.575

The value obtained for the relative energy (zero: lowest compared OMol25 entry of this formula, charge and spin) is 2.1 kcal/mol. The strongest force on any atom comes out at 0.246 eV/Å. The value obtained for the highest occupied orbital energy is -5.2 eV. Its total energy is -71190.5678 eV. The value obtained for the frontier orbital gap is 5.103 eV. As for the LUMO energy: -0.06 eV.

Mulliken atomic charge list, values in e, 4 entries: 1.272 -0.997 0.571 -1.788


Here is a structure of composition C52H55F5N8O2S2Tl from the OMol25 dataset. Energies are from ωB97M-V/def2-TZVPD.

Geometry (Å):
Tl -0.817 -1.197 -1.047
C -2.896 -0.752 1.752
C -2.908 0.598 1.577
C -1.615 1.101 2.143
C -0.967 0.008 2.720
C -1.711 -1.142 2.502
C -1.512 -2.483 3.148
C -2.499 -2.572 4.328
C -0.087 -2.626 3.683
C -1.820 -3.611 2.164
C -0.892 2.443 2.110
C 0.533 2.196 1.574
C -0.805 2.992 3.547
C -1.485 3.521 1.210
C -4.154 1.364 1.151
C -5.345 0.409 0.986
C -4.009 2.096 -0.191
C -4.533 2.334 2.283
H -3.667 -1.440 1.449
H -0.005 0.040 3.202
H -2.283 -1.798 5.066
H -2.410 -3.549 4.809
H -3.529 -2.447 3.991
H 0.134 -1.857 4.425
H 0.648 -2.544 2.881
H 0.032 -3.601 4.162
H -2.865 -3.607 1.862
H -1.601 -4.578 2.623
H -1.216 -3.515 1.263
H 1.120 1.560 2.227
H 1.060 3.147 1.461
H 0.501 1.701 0.601
H -0.367 2.253 4.220
H -1.793 3.260 3.927
H -0.175 3.886 3.563
H -1.441 3.210 0.166
H -0.869 4.418 1.308
H -2.509 3.795 1.455
H -5.157 -0.332 0.209
H -6.223 0.988 0.689
H -5.577 -0.110 1.916
H -4.090 1.385 -1.010
H -3.056 2.604 -0.303
H -4.808 2.835 -0.302
H -4.639 1.782 3.219
H -5.487 2.817 2.058
H -3.788 3.110 2.443
C 1.192 6.021 -1.330
C 1.159 4.549 -1.632
C 2.145 3.685 -1.163
C 2.117 2.340 -1.474
C 1.100 1.793 -2.272
N 1.158 0.465 -2.689
C 2.274 0.124 -3.367
C 3.032 1.099 -4.080
C 4.173 0.799 -4.777
C 4.650 -0.512 -4.813
C 5.884 -0.879 -5.585
C 3.910 -1.489 -4.163
C 2.745 -1.219 -3.461
N 2.140 -2.323 -2.845
C 2.837 -3.419 -2.430
C 1.939 -4.426 -2.237
C 0.696 -3.853 -2.574
N 0.812 -2.593 -2.939
C 0.053 2.648 -2.650
C 0.105 4.000 -2.349
N -1.036 2.187 -3.431
C -1.518 2.761 -4.559
C -2.674 2.097 -4.885
C -2.820 1.131 -3.873
N -1.833 1.196 -2.999
H 2.199 6.344 -1.070
H 0.538 6.261 -0.489
H 0.853 6.605 -2.186
H 2.955 4.070 -0.556
H 2.889 1.678 -1.100
H 2.664 2.115 -4.090
H 4.698 1.582 -5.309
H 6.568 -0.033 -5.652
H 5.627 -1.181 -6.604
H 6.410 -1.711 -5.116
H 4.239 -2.520 -4.235
H 3.894 -3.372 -2.231
H 2.136 -5.411 -1.855
H -0.288 -4.295 -2.542
H -0.713 4.630 -2.681
H -0.989 3.564 -5.042
H -3.304 2.268 -5.738
H -3.588 0.386 -3.754
N 2.089 1.343 6.993
C 2.574 1.072 5.710
C 3.037 -0.203 5.383
C 3.540 -0.467 4.121
C 3.577 0.536 3.161
C 3.154 1.814 3.490
C 2.656 2.083 4.755
S 4.107 0.166 1.501
O 4.329 1.444 0.867
O 5.241 -0.728 1.638
N 2.855 -0.519 0.820
C 2.625 -1.835 0.884
S 3.764 -3.083 1.483
C 2.572 -4.295 1.163
C 1.475 -3.725 0.622
N 1.498 -2.365 0.465
H 1.714 0.544 7.478
H 1.478 2.143 7.049
H 3.000 -0.990 6.128
H 3.898 -1.455 3.872
H 3.215 2.590 2.741
H 2.320 3.083 5.006
H 2.749 -5.337 1.367
H 0.586 -4.267 0.326
F -3.436 -3.807 -0.561
C -3.313 -3.739 -1.921
C -2.433 -2.849 -2.483
C -2.410 -2.869 -3.861
F -1.597 -2.033 -4.559
C -3.187 -3.716 -4.638
F -3.125 -3.711 -5.986
C -4.058 -4.593 -4.012
F -4.828 -5.421 -4.742
C -4.128 -4.607 -2.632
F -4.982 -5.456 -2.024

The value obtained for the relative energy (zero: lowest compared OMol25 entry of this formula, charge and spin) is 36.6 kcal/mol. The strongest force on any atom comes out at 0.398 eV/Å. The value obtained for the highest occupied orbital energy (alpha / beta) is -4.9 / -4.9 eV. Its total energy is -110782.6394 eV. The value obtained for the frontier orbital gap (alpha / beta) is 5.282 / 6.178 eV. As for the LUMO energy (alpha / beta): 0.43 / 1.33 eV. The total charge is -1.

Mulliken atomic charge list, values in e, 4 entries: 1.010 -0.320 0.460 -0.645